Density functional theory data (wB97M-V/def2-TZVPD) for a 3-piece molecular cluster, C21H35BO10S3 overall in a non-equilibrium geometry.

## Properties
HOMO energy: -8.30 eV
Total charge: 0
Frontier orbital gap: 8.4 eV
SMILES: O=S1(=O)CC[C@H](OB(O)O)[C@H](CCCc2ccccc2)O1.O=S1(=O)CCCC1.O=S1(=O)CCCC1

Last column: Löwdin charge in e.
Positions of all 70 atoms, in Å:
O (2.000, -3.045, 0.811)  -0.33
S (1.737, -2.072, -0.327)  0.77
O (1.534, -2.846, -1.621)  -0.34
C (3.041, -0.766, -0.455)  -0.20
C (2.844, 0.303, 0.747)  -0.12
C (1.278, 0.715, 0.968)  -0.21
O (0.892, 0.066, 2.226)  0.06
B (0.382, 1.019, 3.174)  -0.60
O (-0.896, 0.691, 3.803)  0.10
O (1.036, 2.235, 3.592)  0.11
C (0.360, 0.128, -0.205)  -0.23
C (-1.185, 0.630, -0.121)  -0.10
C (-1.451, 1.975, -0.946)  -0.18
C (-3.004, 2.447, -0.953)  -0.16
C (-3.991, 1.352, -0.281)  -0.19
C (-4.445, 0.098, -1.113)  -0.04
C (-5.348, -1.028, -0.551)  -0.06
C (-5.833, -0.927, 0.930)  -0.07
C (-5.400, 0.333, 1.713)  -0.09
C (-4.502, 1.467, 1.172)  -0.05
O (0.281, -1.329, 0.024)  -0.24
H (2.971, -0.284, -1.486)  0.11
H (4.051, -1.318, -0.390)  0.13
H (3.507, 1.198, 0.512)  0.10
H (3.240, -0.233, 1.692)  0.14
H (1.235, 1.855, 1.063)  0.16
H (-1.594, 0.699, 3.108)  0.09
H (1.688, 1.956, 4.275)  0.12
H (0.707, 0.392, -1.260)  0.16
H (-1.788, -0.219, -0.624)  0.13
H (-1.527, 0.790, 0.960)  0.11
H (-1.143, 1.867, -2.046)  0.12
H (-0.855, 2.884, -0.548)  0.12
H (-3.117, 3.403, -0.316)  0.11
H (-3.337, 2.634, -2.034)  0.11
H (-4.094, -0.026, -2.196)  0.10
H (-5.662, -1.922, -1.195)  0.10
H (-6.477, -1.732, 1.430)  0.09
H (-5.745, 0.427, 2.807)  0.09
H (-4.183, 2.390, 1.772)  0.10
C (5.273, 4.540, -2.947)  -0.22
C (5.389, 4.783, -1.441)  -0.22
C (3.977, 4.722, -0.856)  -0.22
S (3.038, 3.640, -1.928)  0.68
O (2.008, 4.416, -2.578)  -0.31
O (2.747, 2.407, -1.226)  -0.34
C (4.347, 3.341, -3.102)  -0.23
H (6.247, 4.357, -3.404)  0.12
H (4.832, 5.419, -3.430)  0.12
H (6.008, 3.999, -0.992)  0.12
H (5.865, 5.741, -1.221)  0.12
H (3.977, 4.316, 0.156)  0.11
H (3.498, 5.702, -0.863)  0.11
H (3.933, 3.245, -4.105)  0.11
H (4.850, 2.415, -2.813)  0.11
C (-1.434, -6.427, 1.442)  -0.23
C (-0.321, -5.394, 1.259)  -0.21
C (-0.721, -4.491, 0.091)  -0.23
S (-2.509, -4.493, 0.046)  0.67
O (-2.940, -5.130, -1.179)  -0.33
O (-2.999, -3.195, 0.453)  -0.33
C (-2.739, -5.643, 1.392)  -0.24
H (-1.331, -6.973, 2.383)  0.11
H (-1.402, -7.154, 0.624)  0.12
H (-0.225, -4.796, 2.171)  0.12
H (0.645, -5.868, 1.076)  0.12
H (-0.365, -3.472, 0.232)  0.05
H (-0.359, -4.884, -0.860)  0.11
H (-3.610, -6.269, 1.202)  0.11
H (-2.884, -5.062, 2.305)  0.11

***

Density functional theory data (wB97M-V/def2-TZVPD) for C21H35Cl3CoN7O3Te4 as an isolated structure.

## Properties
Multiplicity: 5
HOMO energy (spin up / spin down): -6.64 / -6.63 eV
Total charge: 0
Frontier orbital gap (spin up / spin down): 6.5 / 4.7 eV

Last column: Löwdin spin population.
Positions of all 74 atoms, in Å:
Co (0.429, -0.347, 0.682)  2.74
Te (0.448, -0.434, 3.358)  0.37
Te (2.169, -2.271, 4.061)  0.37
Te (3.682, -2.863, 1.920)  0.18
Te (3.202, -0.988, 0.089)  0.10
C (1.032, -3.471, -2.391)  0.00
N (0.140, -2.351, -2.184)  0.00
C (-1.243, -2.665, -1.871)  0.00
C (0.555, -1.062, -2.265)  0.01
N (0.068, -0.179, -1.416)  0.03
C (-0.032, 1.155, -1.849)  0.00
C (-0.483, 1.492, -3.124)  0.00
C (-0.452, 2.802, -3.574)  0.00
C (0.045, 3.797, -2.741)  0.00
C (0.433, 3.477, -1.450)  0.00
C (0.327, 2.174, -0.959)  0.00
N (0.665, 1.815, 0.358)  0.03
C (0.439, 2.705, 1.309)  0.01
N (-0.611, 3.578, 1.320)  0.00
C (-0.414, 4.973, 1.666)  0.00
C (-1.843, 3.305, 0.600)  0.00
N (1.263, 2.748, 2.385)  0.01
C (2.667, 2.386, 2.284)  0.01
C (0.852, 3.259, 3.678)  0.01
N (1.482, -0.765, -3.216)  0.01
C (1.515, -1.431, -4.502)  0.00
C (2.403, 0.348, -3.092)  0.00
H (1.021, -4.096, -1.495)  0.00
H (2.049, -3.118, -2.534)  0.00
H (0.730, -4.083, -3.247)  0.00
H (-1.809, -2.861, -2.789)  0.00
H (-1.717, -1.859, -1.318)  0.00
H (-1.277, -3.570, -1.263)  0.00
H (-0.844, 0.701, -3.772)  0.00
H (-0.800, 3.040, -4.570)  0.00
H (0.124, 4.818, -3.091)  0.00
H (0.827, 4.250, -0.800)  0.00
H (0.608, 5.149, 1.988)  0.00
H (-1.095, 5.289, 2.460)  0.00
H (-0.606, 5.592, 0.783)  0.00
H (-1.926, 2.241, 0.407)  0.00
H (-1.885, 3.859, -0.341)  0.00
H (-2.681, 3.610, 1.231)  0.00
H (3.287, 3.266, 2.483)  0.00
H (2.879, 1.991, 1.297)  0.00
H (2.909, 1.612, 3.016)  0.00
H (-0.234, 3.283, 3.741)  0.00
H (1.249, 4.261, 3.869)  0.00
H (1.230, 2.588, 4.450)  0.01
H (0.688, -2.129, -4.587)  0.00
H (2.454, -1.971, -4.651)  0.00
H (1.421, -0.684, -5.296)  0.00
H (2.431, 0.704, -2.066)  0.00
H (2.111, 1.184, -3.733)  0.00
H (3.402, 0.008, -3.371)  0.00
Cl (-3.579, -1.248, 3.610)  0.01
C (-3.613, 0.116, 2.457)  0.00
Cl (-5.281, 0.447, 1.984)  0.00
Cl (-2.948, 1.543, 3.274)  0.00
C (-2.753, -0.340, 1.210)  0.01
O (-3.287, -1.158, 0.470)  0.00
O (-1.619, 0.191, 1.148)  0.04
C (0.338, -5.158, 1.486)  0.00
N (-0.862, -4.348, 1.558)  0.00
C (-2.051, -4.924, 2.161)  0.00
C (-0.841, -3.053, 1.245)  0.01
O (0.156, -2.472, 0.799)  0.03
H (0.114, -6.097, 0.978)  0.00
H (0.715, -5.379, 2.488)  0.00
H (1.105, -4.610, 0.946)  0.00
H (-2.194, -5.936, 1.783)  0.00
H (-2.920, -4.324, 1.900)  0.00
H (-1.962, -4.965, 3.249)  0.00
H (-1.799, -2.548, 1.375)  0.00

***

Density functional theory data (wB97M-V/def2-TZVPD) for C21H35CrN6PSe2 as an isolated structure in a non-equilibrium geometry.

## Properties
Multiplicity: 5
HOMO energy (spin up / spin down): -5.09 / -5.17 eV
Total charge: 0
Frontier orbital gap (spin up / spin down): 5.2 / 5.2 eV

Last column: Löwdin spin population.
Positions of all 66 atoms, in Å:
Cr (1.197, 0.879, 0.856)  3.66
C (-3.148, 3.558, 2.894)  0.00
N (-1.760, 3.269, 2.614)  0.00
C (-0.717, 4.153, 2.760)  0.00
C (0.396, 3.481, 2.389)  0.01
N (0.053, 2.208, 1.985)  0.01
C (-1.276, 2.087, 2.138)  0.01
P (-2.418, 0.736, 1.801)  0.01
C (-0.655, 0.448, -1.586)  0.01
N (-0.013, 1.286, -0.688)  0.01
C (-0.427, 2.578, -0.959)  0.01
C (-1.325, 2.578, -1.955)  0.01
N (-1.498, 1.249, -2.346)  0.00
C (-2.695, 0.840, -3.034)  0.00
C (-1.264, -0.651, 1.789)  0.01
N (0.073, -0.716, 1.822)  0.04
C (0.406, -2.055, 1.848)  0.01
C (-0.720, -2.807, 1.814)  0.00
N (-1.767, -1.916, 1.783)  0.00
C (-3.173, -2.242, 1.730)  0.00
H (-3.204, 4.308, 3.682)  0.00
H (-3.659, 3.925, 2.003)  0.00
H (-3.636, 2.643, 3.230)  0.00
H (-0.864, 5.155, 3.120)  0.00
H (1.414, 3.836, 2.377)  0.00
H (-0.065, 3.418, -0.388)  0.00
H (-1.875, 3.375, -2.421)  0.00
H (-2.599, 0.889, -4.123)  0.00
H (-2.948, -0.175, -2.747)  0.00
H (-3.522, 1.486, -2.731)  0.00
H (1.430, -2.386, 1.882)  0.00
H (-0.878, -3.870, 1.817)  0.00
H (-3.284, -3.323, 1.698)  0.00
H (-3.685, -1.846, 2.609)  0.00
H (-3.624, -1.807, 0.837)  0.00
C (3.965, -0.360, 3.047)  0.02
Se (3.103, 1.271, 2.442)  0.03
C (4.383, 1.760, 1.048)  0.02
C (4.531, 0.741, -0.068)  0.01
Se (2.830, 0.073, -0.823)  0.03
C (3.269, -1.810, -0.594)  0.02
H (4.982, -0.120, 3.350)  0.00
H (3.963, -1.116, 2.268)  0.00
H (3.401, -0.719, 3.904)  0.00
H (5.343, 1.936, 1.537)  0.00
H (4.018, 2.715, 0.666)  0.00
H (5.082, -0.135, 0.275)  0.00
H (5.088, 1.187, -0.892)  0.00
H (4.160, -2.029, -1.179)  0.00
H (2.426, -2.378, -0.970)  0.00
H (3.425, -2.046, 0.455)  0.00
C (-0.824, -1.406, -4.140)  0.00
C (-0.820, -1.948, -2.705)  0.00
C (0.237, -3.061, -2.663)  0.00
C (-2.165, -2.642, -2.412)  0.00
C (-0.421, -0.907, -1.671)  0.02
H (-0.941, -2.223, -4.857)  0.00
H (0.116, -0.893, -4.349)  0.00
H (-1.635, -0.702, -4.318)  0.00
H (-0.021, -3.871, -3.349)  0.00
H (0.326, -3.476, -1.656)  0.00
H (1.207, -2.667, -2.970)  0.00
H (-2.314, -3.502, -3.072)  0.00
H (-3.020, -1.983, -2.545)  0.00
H (-2.176, -2.998, -1.382)  0.00
H (0.213, -1.281, -0.876)  0.00

***

Density functional theory data (wB97M-V/def2-TZVPD) for one molecule with the formula C21H35NO6.

## Properties
HOMO energy: -8.09 eV
Total charge: 0
Frontier orbital gap: 8.9 eV
SMILES: c1ccc(CN2CCOCCOCCOCCOCCOCCOCC2)cc1

Last column: Löwdin charge in e.
Positions of all 63 atoms, in Å:
C (3.384, -1.482, -3.048)  -0.09
C (2.867, -1.847, -1.819)  -0.08
C (2.480, -0.875, -0.912)  -0.04
C (2.601, 0.471, -1.223)  -0.22
C (3.126, 0.828, -2.460)  -0.05
C (3.516, -0.140, -3.366)  -0.08
H (3.921, 0.150, -4.325)  0.10
H (3.217, 1.876, -2.706)  0.12
C (2.151, 1.542, -0.265)  -0.14
N (1.025, 2.274, -0.826)  -0.15
C (-0.173, 1.462, -0.975)  -0.14
H (-1.036, 1.999, -0.579)  0.12
H (-0.081, 0.524, -0.417)  0.11
C (-0.398, 1.113, -2.460)  -0.17
H (0.570, 0.957, -2.940)  0.11
O (-1.103, -0.091, -2.666)  -0.16
C (-2.453, -0.055, -2.249)  -0.18
H (-2.529, 0.069, -1.163)  0.12
C (-3.135, -1.370, -2.650)  -0.17
O (-3.243, -2.320, -1.617)  -0.13
C (-2.109, -3.108, -1.355)  -0.18
C (-0.977, -2.387, -0.596)  -0.18
O (-1.415, -1.533, 0.438)  -0.17
C (-2.110, -2.128, 1.514)  -0.17
C (-1.201, -2.771, 2.576)  -0.18
O (-0.547, -1.823, 3.388)  -0.14
C (0.619, -1.262, 2.815)  -0.19
C (1.036, -0.048, 3.653)  -0.17
O (0.615, 1.186, 3.128)  -0.16
C (-0.790, 1.327, 3.015)  -0.17
C (-1.153, 2.796, 2.768)  -0.18
O (-0.870, 3.233, 1.463)  -0.14
C (0.481, 3.615, 1.257)  -0.19
C (0.814, 3.579, -0.244)  -0.16
H (1.726, 4.164, -0.399)  0.12
H (0.001, 4.062, -0.790)  0.13
H (1.149, 2.946, 1.805)  0.11
H (0.626, 4.639, 1.637)  0.13
H (-2.235, 2.906, 2.888)  0.13
H (-0.643, 3.428, 3.507)  0.13
H (-1.270, 0.988, 3.944)  0.13
H (-1.171, 0.726, 2.181)  0.12
H (2.125, 0.026, 3.699)  0.13
H (0.636, -0.191, 4.668)  0.13
H (1.424, -2.014, 2.815)  0.13
H (0.434, -0.946, 1.782)  0.10
H (-0.468, -3.441, 2.104)  0.12
H (-1.824, -3.356, 3.257)  0.13
H (-2.830, -2.869, 1.154)  0.12
H (-2.661, -1.310, 1.987)  0.13
H (-0.280, -3.151, -0.219)  0.12
H (-0.443, -1.728, -1.284)  0.11
H (-1.681, -3.500, -2.289)  0.13
H (-2.488, -3.951, -0.768)  0.12
H (-4.169, -1.168, -2.941)  0.13
H (-2.592, -1.793, -3.507)  0.13
H (-2.960, 0.791, -2.738)  0.13
H (-0.915, 1.941, -2.968)  0.13
H (2.967, 2.255, -0.116)  0.13
H (1.912, 1.085, 0.709)  0.11
H (2.082, -1.168, 0.050)  0.10
H (2.763, -2.893, -1.565)  0.10
H (3.685, -2.239, -3.757)  0.10

***

Calculated energy above the lowest of the compared OMol25 structures with the same formula, charge and spin in order - 4.387, 0.000, 0.000, 2.877 eV
Calculated total energy in order - -2792.87599, -5265.74176, -7338.38717, -1327.27950 Eh